This record from the Open Molecules 2025 dataset describes a 2-piece molecular cluster, C2H6FINP overall. The level of theory is ωB97M-V/def2-TZVPD.

The geometry in XYZ format:
```
12
Properties=species:S:1:pos:R:3:forces:R:3
I 4.495065 -0.468173 -0.122207 -0.045 0.008 -0.001
P -0.356195 1.453171 -1.434010 0.005 0.808 -0.805
F -0.605192 2.130347 1.149755 -0.021 0.691 0.183
N -0.371357 0.324429 -0.210455 0.123 -0.366 0.669
C -0.518945 0.777434 1.145156 -0.038 -0.573 0.145
C -0.355033 -1.112175 -0.338902 -0.056 -0.018 -0.009
H -1.442834 0.384744 1.594887 0.125 -0.071 -0.009
H 0.354239 0.488347 1.747735 -0.120 -0.045 -0.019
H -1.361964 -1.517886 -0.208258 -0.016 -0.146 -0.013
H 0.297974 -1.543055 0.421830 0.052 -0.110 0.038
H 0.021777 -1.396253 -1.319418 -0.037 0.014 0.063
H -0.157533 0.479066 -2.426108 0.027 -0.192 -0.243
```
Positions in Å, forces in eV/Å.

## Properties
- frontier orbital gap (spin up / spin down) (eV) = 7.55 / 6.56
- LUMO (spin up / spin down) (eV) = 0.80 / -3.41
- energy (eV) = -23765.9739
- HOMO energy (spin up / spin down) (eV) = -6.8 / -10.0
- expectation value of S² = 2.006
- maximum force (eV/Å) = 1.1
- spin multiplicity = 3

These are the natural (NBO) partial charges, in e, on atoms 1 to 6: I 0.00; P 0.44; F -0.34; N -0.72; C 0.23; C -0.41